Molecular formula: C3H10NO
Method: DFT, ωB97M-V/def2-TZVPD

Each line ends with the natural charge from an NBO analysis.
CARTESIAN COORDINATES (ANGSTROEM)
C (-1.425, 1.565, 0.917)  -0.430
N (-0.198, 0.726, 0.964)  -0.688
H (-2.033, 1.382, 0.041)  0.244
H (-2.032, 1.524, 1.813)  0.243
H (-1.052, 2.587, 0.860)  0.231
H (0.347, 0.870, 0.099)  0.468
H (-0.341, -0.291, 0.987)  0.452
H (0.385, 0.969, 1.764)  0.436
C (0.518, -1.989, -0.368)  -0.607
C (0.837, -1.240, -1.439)  0.211
O (1.210, 0.093, -1.396)  -0.746
H (1.285, -2.188, 0.382)  0.244
H (-0.304, -2.689, -0.441)  0.240
H (0.685, -1.559, -2.472)  0.186
H (2.117, 0.240, -1.712)  0.516

calculated total energy	-6802.292	eV
total charge	+1
orbital gap	9.8	eV
ΔE to the lowest compared entry with this formula, charge and spin	194.8	kJ/mol